Molecular formula: C18H46F3N6O4P3
Method: DFT, wB97M-V/def2-TZVPD

Element x y z (Å)
1 C 0.433 -5.574 2.168
2 O 1.508 -5.159 1.278
3 C 1.156 -3.907 0.634
4 P 0.930 -2.632 2.055
5 C -0.418 -1.442 1.434
6 C -1.771 -2.017 2.284
7 C -3.094 -2.340 1.305
8 O -2.931 -1.100 2.331
9 C 2.558 -1.709 2.367
10 F 3.255 -2.438 3.353
11 F 3.386 -1.715 1.234
12 F 2.356 -0.409 2.855
13 H 0.602 -5.233 3.241
14 H 0.393 -6.710 2.105
15 H -0.567 -5.154 1.827
16 H 2.012 -3.619 -0.043
17 H 0.148 -3.961 0.119
18 H -0.669 -1.568 0.344
19 H -0.275 -0.376 1.771
20 H -1.573 -2.746 3.188
21 H -3.120 -3.388 1.838
22 H -4.187 -2.176 1.514
23 O 4.359 4.912 0.290
24 P 5.037 4.047 1.365
25 N 3.834 4.344 2.543
26 C 3.947 5.085 3.776
27 C 2.480 3.881 2.261
28 N 6.386 5.105 1.564
29 C 6.842 5.694 2.811
30 C 6.681 6.032 0.472
31 N 5.854 2.946 2.494
32 C 6.971 2.250 1.804
33 C 5.058 1.882 3.126
34 H 4.805 4.762 4.372
35 H 3.088 4.927 4.436
36 H 4.017 6.162 3.593
37 H 2.396 2.803 2.454
38 H 2.203 4.052 1.219
39 H 1.726 4.382 2.870
40 H 6.237 6.558 3.101
41 H 7.878 6.039 2.717
42 H 6.865 4.978 3.632
43 H 6.007 6.896 0.488
44 H 6.595 5.536 -0.495
45 H 7.710 6.400 0.532
46 H 6.597 1.596 1.009
47 H 7.553 1.652 2.509
48 H 7.668 2.957 1.350
49 H 4.512 1.290 2.387
50 H 4.348 2.277 3.854
51 H 5.700 1.208 3.701
52 O -3.934 -2.107 -1.759
53 P -4.925 -1.580 -2.808
54 N -5.869 -3.006 -2.819
55 C -6.026 -3.973 -3.879
56 C -6.547 -3.379 -1.583
57 N -3.779 -1.585 -4.098
58 C -3.927 -2.252 -5.380
59 C -2.362 -1.569 -3.739
60 N -6.064 -0.833 -3.949
61 C -5.724 0.601 -4.141
62 C -7.497 -0.857 -3.617
63 H -6.281 -3.498 -4.831
64 H -6.855 -4.662 -3.693
65 H -5.125 -4.581 -4.006
66 H -7.459 -2.782 -1.452
67 H -5.915 -3.211 -0.708
68 H -6.837 -4.431 -1.560
69 H -3.717 -3.324 -5.310
70 H -3.231 -1.832 -6.115
71 H -4.913 -2.106 -5.820
72 H -2.016 -2.564 -3.434
73 H -2.173 -0.866 -2.927
74 H -1.743 -1.236 -4.577
75 H -5.861 1.166 -3.213
76 H -6.344 1.048 -4.921
77 H -4.688 0.731 -4.458
78 H -7.690 -0.461 -2.616
79 H -7.917 -1.862 -3.685
80 H -8.069 -0.266 -4.339

Calculated values
Max |F| in eV Å⁻¹: 8.2
E_LUMO in eV: -0.6
E_HOMO in eV: -7.76
Kohn-Sham gap in eV: 7.138
Calculated total energy in eV: -72548.838
Structure (SMILES): COCP(C[C@@H]1CO1)C(F)(F)F.CN(C)P(=O)(N(C)C)N(C)C.CN(C)P(=O)(N(C)C)N(C)C



Molecular formula: C2H14NO5
Method: DFT, wB97M-V/def2-TZVPD

Element x y z (Å)
1 C -0.568 -0.320 -1.650
2 O 0.771 -0.702 -2.210
3 C -0.489 0.945 -0.821
4 N -1.824 1.364 -0.316
5 H -0.898 -1.118 -1.085
6 H -1.160 -0.160 -2.549
7 H 0.148 1.626 -1.367
8 H 0.084 0.636 0.036
9 H -2.372 1.714 -1.073
10 H -1.475 2.190 0.177
11 H 0.162 -1.408 2.319
12 H 0.875 -1.245 0.960
13 O -0.026 -1.676 1.367
14 H -2.635 -0.191 0.806
15 H -2.097 -1.219 1.566
16 O -2.974 -1.011 1.274
17 H 3.325 1.448 1.725
18 H 2.471 0.621 1.007
19 O 2.409 1.517 1.462
20 H 2.809 -1.561 -0.312
21 H 1.347 -0.547 -1.374
22 O 2.120 -0.903 0.060

Calculated values
Max |F| in eV Å⁻¹: 3.7
E_LUMO in eV: 3.7
E_HOMO in eV: -5.20
Kohn-Sham gap in eV: 8.945
Energy relative to the best compared isomer or geometry (same formula, charge and spin) in kJ/mol: 101.26
Calculated total energy in eV: -14029.474
Net charge: -1



Molecular formula: C55H29BrF18GeNO3P2ReS5
Method: DFT, wB97M-V/def2-TZVPD

Element x y z (Å)
1 Re -0.733 0.206 0.305
2 O -0.439 -1.459 6.536
3 C 0.063 -0.819 5.660
4 S -0.844 0.291 4.626
5 C 0.455 0.685 3.526
6 C 1.715 0.221 3.848
7 S 3.072 0.531 2.927
8 S 1.793 -0.804 5.299
9 S 0.194 1.626 2.139
10 C -4.604 0.995 -0.268
11 C -3.662 1.680 -1.254
12 P -1.950 2.027 -0.673
13 C -1.254 2.688 -2.228
14 C -1.188 4.047 -2.515
15 C -0.619 4.470 -3.705
16 C -0.126 3.549 -4.615
17 C -0.218 2.195 -4.344
18 C -0.780 1.768 -3.157
19 C -2.026 3.546 0.327
20 C -3.189 4.143 0.796
21 C -3.113 5.298 1.557
22 C -1.887 5.879 1.830
23 C -0.723 5.288 1.362
24 C -0.791 4.121 0.628
25 C -4.194 -0.424 0.123
26 P -2.863 -0.529 1.430
27 C -3.286 -2.138 2.189
28 C -3.734 -3.212 1.428
29 C -4.012 -4.426 2.034
30 C -3.838 -4.582 3.397
31 C -3.398 -3.514 4.161
32 C -3.133 -2.297 3.565
33 C -3.672 0.604 2.627
34 C -4.973 0.303 3.032
35 C -5.670 1.167 3.853
36 C -5.075 2.337 4.300
37 C -3.789 2.646 3.899
38 C -3.097 1.790 3.057
39 H -5.587 0.939 -0.747
40 H -4.714 1.592 0.638
41 H -4.088 2.630 -1.592
42 H -3.520 1.042 -2.130
43 H -1.560 4.775 -1.809
44 H -0.556 5.525 -3.926
45 H 0.332 3.879 -5.536
46 H 0.155 1.474 -5.056
47 H -0.844 0.717 -2.931
48 H -4.157 3.720 0.579
49 H -4.018 5.745 1.940
50 H -1.829 6.787 2.413
51 H 0.237 5.737 1.571
52 H 0.114 3.639 0.278
53 H -3.857 -0.960 -0.762
54 H -5.070 -0.947 0.517
55 H -3.856 -3.116 0.360
56 H -4.363 -5.253 1.433
57 H -4.041 -5.534 3.865
58 H -3.248 -3.635 5.224
59 H -2.785 -1.474 4.168
60 H -5.445 -0.611 2.699
61 H -6.683 0.927 4.144
62 H -5.620 3.003 4.953
63 H -3.318 3.557 4.235
64 H -2.096 2.051 2.743
65 F -0.048 -1.758 -1.684
66 C -1.163 -1.308 -1.070
67 F -1.692 -2.408 -0.473
68 F -2.037 -1.057 -2.096
69 Br 5.625 -3.047 2.174
70 C 3.814 -3.297 2.676
71 C 3.511 -4.209 3.676
72 N 2.276 -4.410 4.095
73 C 1.302 -3.700 3.556
74 C 1.508 -2.766 2.545
75 C 2.804 -2.565 2.083
76 C 0.382 -1.907 2.043
77 O -0.636 -1.773 2.727
78 O 0.609 -1.328 0.946
79 H 4.292 -4.790 4.150
80 H 0.308 -3.871 3.946
81 H 3.007 -1.833 1.314
82 F 4.663 -1.141 -4.034
83 C 3.486 -1.453 -4.604
84 C 2.317 -1.172 -3.918
85 C 1.144 -1.479 -4.580
86 F -0.034 -1.162 -4.056
87 C 1.130 -2.101 -5.827
88 F -0.032 -2.446 -6.396
89 C 2.319 -2.348 -6.496
90 F 2.312 -2.908 -7.711
91 C 3.514 -1.996 -5.880
92 F 4.677 -2.177 -6.518
93 Ge 2.583 -0.429 -2.020
94 S 1.239 0.898 -0.943
95 C 3.761 -2.028 -1.501
96 C 3.159 -3.273 -1.532
97 F 1.853 -3.341 -1.811
98 C 3.864 -4.455 -1.350
99 F 3.240 -5.641 -1.382
100 C 5.243 -4.407 -1.176
101 F 5.940 -5.538 -1.037
102 C 5.882 -3.172 -1.172
103 F 7.210 -3.111 -1.053
104 C 5.135 -2.005 -1.324
105 F 5.794 -0.846 -1.353
106 C 3.846 1.104 -2.377
107 C 4.572 1.628 -1.317
108 F 4.508 0.987 -0.149
109 C 5.324 2.788 -1.439
110 F 6.016 3.293 -0.411
111 C 5.344 3.453 -2.662
112 F 6.067 4.573 -2.803
113 C 4.590 2.973 -3.727
114 F 4.577 3.632 -4.896
115 C 3.840 1.817 -3.558
116 F 3.061 1.397 -4.576

Calculated values
Max |F| in eV Å⁻¹: 1.7
E_LUMO (alpha / beta) in eV: 2.1 / 0.5
E_HOMO (alpha / beta) in eV: -5.30 / -5.51
Kohn-Sham gap (alpha / beta) in eV: 7.358 / 6.012
Energy relative to the best compared isomer or geometry (same formula, charge and spin) in kJ/mol: 0.00
Calculated total energy in eV: -315498.646
Net charge: -1
2S+1: 4



Molecular formula: C8H10N2O2
Method: DFT, wB97M-V/def2-TZVPD

Element x y z (Å)
1 C 2.860 0.844 0.349
2 C 1.997 1.601 -0.486
3 C 2.362 -0.248 1.077
4 C 0.748 1.178 -0.627
5 C 1.155 -0.820 0.764
6 C 0.325 -0.030 -0.001
7 C -1.742 -0.918 -1.540
8 C -1.312 -0.518 -0.134
9 N -1.502 -1.468 0.852
10 N -1.931 0.806 0.294
11 O -2.076 0.996 1.468
12 O -2.101 1.694 -0.531
13 H 3.828 1.300 0.617
14 H 2.386 2.552 -0.938
15 H 3.288 -0.705 1.550
16 H -0.049 1.576 -1.196
17 H 0.729 -1.518 1.454
18 H -0.949 -1.460 -2.016
19 H -1.760 0.040 -1.978
20 H -2.652 -1.422 -1.389
21 H -2.106 -2.309 0.558
22 H -1.498 -1.168 1.853

Calculated values
Max |F| in eV Å⁻¹: 5.0
E_LUMO in eV: 0.4
E_HOMO in eV: -9.30
Kohn-Sham gap in eV: 9.748
Energy relative to the best compared isomer or geometry (same formula, charge and spin) in kJ/mol: 467.93
Calculated total energy in eV: -15529.159
Structure (SMILES): C[C@@](N)(c1ccccc1)[N+](=O)[O-]



- The highest calculated total energy belongs to which entry?
  C2H14NO5



- Look up the max |F| of the fourth one.
  5.0 eV Å⁻¹